Arrangement 1

C25H28CaCl2FN7O4S2 | ωB97M-V/def2-TZVPD

Last column: Mulliken charge in e.
CARTESIAN COORDINATES (ANGSTROEM)
Ca (-0.5658, -0.1868, -0.1044)  2.2042
C (-3.4660, -0.9853, -1.2786)  -0.7733
C (-3.6144, 0.5271, -1.1596)  -1.1182
N (-2.3388, 1.2385, -1.1247)  0.1689
C (-1.8657, 1.7384, -2.4045)  -1.6086
C (-1.1743, 0.6782, -3.2135)  0.9664
C (-1.1219, 0.7094, -4.6004)  -1.0995
C (-0.4107, -0.2809, -5.2551)  -0.5604
C (0.2157, -1.2732, -4.5172)  -1.1974
C (0.1136, -1.2291, -3.1334)  0.4600
C (0.7749, -2.2382, -2.2372)  -1.1245
N (-0.0205, -2.4662, -1.0339)  0.3391
C (-1.2463, -3.2248, -1.2927)  -0.6938
C (-2.3308, -2.9279, -0.2628)  -1.1632
N (-2.6372, -1.5063, -0.1986)  -0.0449
N (-0.5670, -0.2722, -2.5146)  1.0560
H (-2.9947, -1.2403, -2.2303)  0.3041
H (-4.4697, -1.4375, -1.2848)  0.5426
H (-4.1373, 0.7513, -0.2275)  0.4306
H (-4.2442, 0.8811, -1.9870)  0.3633
H (-2.3695, 1.9883, -0.4441)  0.2694
H (-1.1221, 2.5130, -2.1921)  0.2455
H (-2.6662, 2.1937, -3.0055)  0.4677
H (-1.6280, 1.4909, -5.1497)  0.5199
H (-0.3536, -0.2872, -6.3354)  0.4254
H (0.7641, -2.0687, -5.0022)  0.5258
H (1.7381, -1.8294, -1.9189)  0.3452
H (0.9613, -3.1617, -2.8023)  0.4995
H (0.5645, -2.9548, -0.3624)  -0.3830
H (-1.0585, -4.3065, -1.3214)  0.3941
H (-1.6042, -2.9452, -2.2864)  0.4024
H (-1.9831, -3.2314, 0.7278)  0.3789
H (-3.2156, -3.5370, -0.5018)  0.4212
H (-3.0453, -1.2616, 0.7001)  0.3105
S (-2.4523, 1.2014, 2.2485)  -0.3702
C (-1.1940, 0.2785, 2.8843)  0.0503
N (-0.6427, -0.7828, 2.3232)  -0.2222
C (0.2497, -1.4071, 3.1698)  -0.7220
C (0.8625, -2.6365, 2.9305)  -0.5228
C (1.7136, -3.1658, 3.8834)  -0.8212
C (1.9768, -2.4805, 5.0694)  -0.5877
C (1.3615, -1.2694, 5.3327)  -0.5564
C (0.4870, -0.7493, 4.3896)  0.9977
S (-0.5095, 0.6717, 4.4670)  -0.2610
H (0.6550, -3.1710, 2.0123)  0.5634
H (2.1658, -4.1361, 3.7170)  0.6370
H (2.6499, -2.9080, 5.8004)  0.3789
H (1.5423, -0.7502, 6.2644)  0.4042
Cl (3.1151, -1.6919, 0.6949)  -0.0100
C (3.7744, -3.2729, 1.1234)  -0.4721
Cl (2.6861, -4.5835, 0.6049)  -0.1586
H (3.8674, -3.3426, 2.2017)  0.2742
H (4.7256, -3.4240, 0.6259)  0.3909
F (2.9124, 7.0059, 1.3007)  -0.3108
C (2.0657, 6.0009, 1.0534)  0.1378
C (2.4583, 4.7241, 1.1583)  0.1504
N (1.6033, 3.6822, 0.9207)  0.2405
C (2.0277, 2.2938, 0.9718)  -0.5844
C (1.8138, 1.6123, -0.4067)  0.1026
O (1.9680, 2.2712, -1.4249)  -0.7444
O (1.4784, 0.3873, -0.3205)  -0.6166
C (0.3140, 3.8958, 0.5088)  0.1200
O (-0.4489, 2.9844, 0.2372)  -0.5099
N (-0.0656, 5.2166, 0.4265)  -0.0264
C (0.7056, 6.3525, 0.6671)  0.2990
O (0.2547, 7.4669, 0.5509)  -0.6360
H (3.4677, 4.4646, 1.4418)  0.3841
H (1.4690, 1.7584, 1.7413)  0.0778
H (3.0861, 2.2651, 1.2283)  0.4326
H (-1.0250, 5.3803, 0.1570)  0.2173

Output
HOMO energy	-7.22	eV
total charge	0
orbital gap	0.2752	Eh

Arrangement 2

C25H28CaCl2FN7O4S2 | ωB97M-V/def2-TZVPD

Last column: Mulliken charge in e.
CARTESIAN COORDINATES (ANGSTROEM)
Ca (0.0677, -0.1006, -0.5831)  2.2554
C (-3.0224, 0.2281, 0.8705)  -0.7675
C (-3.2335, -0.7130, -0.3170)  -1.0576
N (-2.0585, -1.5372, -0.6524)  -0.1147
C (-1.8654, -2.7221, 0.1836)  -1.5356
C (-1.3339, -2.3590, 1.5509)  0.4555
C (-1.7618, -3.0065, 2.6981)  -0.8437
C (-1.2446, -2.5977, 3.9200)  -1.1023
C (-0.3435, -1.5490, 3.9543)  -0.7989
C (0.0364, -0.9530, 2.7544)  0.6203
C (1.0344, 0.1833, 2.7418)  -1.7209
N (0.9379, 1.0467, 1.5623)  0.4557
C (0.0546, 2.2074, 1.7415)  -0.9932
C (-1.4071, 1.7990, 1.8684)  -0.8587
N (-1.8549, 1.0829, 0.6810)  0.0482
N (-0.4407, -1.3689, 1.5850)  1.5742
H (-2.8770, -0.3435, 1.7887)  0.3216
H (-3.9487, 0.8023, 1.0093)  0.5109
H (-3.4638, -0.1124, -1.1992)  0.4310
H (-4.1100, -1.3406, -0.1068)  0.3912
H (-2.1459, -1.8303, -1.6184)  0.3279
H (-1.1237, -3.3577, -0.3075)  0.3360
H (-2.7871, -3.3068, 0.2963)  0.4165
H (-2.4968, -3.7978, 2.6354)  0.5175
H (-1.5658, -3.0740, 4.8378)  0.4193
H (0.0635, -1.1890, 4.8897)  0.4886
H (2.0398, -0.2408, 2.7607)  0.3949
H (0.9232, 0.7574, 3.6719)  0.4048
H (1.8794, 1.3684, 1.3543)  0.0816
H (0.1788, 2.8545, 0.8681)  0.3713
H (0.3344, 2.7935, 2.6271)  0.4857
H (-2.0091, 2.6911, 2.0803)  0.5237
H (-1.5260, 1.1353, 2.7289)  0.2751
H (-2.0259, 1.7271, -0.0921)  0.3371
S (-1.5533, 1.6420, -2.5083)  -0.4678
C (0.0492, 2.2534, -2.4943)  0.1598
N (1.0897, 1.6609, -1.9339)  -0.2390
C (2.2536, 2.3947, -2.1140)  -1.4980
C (3.5282, 1.9844, -1.7298)  0.9350
C (4.6087, 2.8015, -2.0059)  -0.4971
C (4.4353, 4.0245, -2.6569)  -0.7093
C (3.1785, 4.4352, -3.0644)  -0.5526
C (2.0961, 3.6075, -2.7946)  0.7155
S (0.4265, 3.8034, -3.2240)  -0.3038
H (3.6495, 1.0120, -1.2715)  0.2146
H (5.6090, 2.4878, -1.7363)  0.3856
H (5.2958, 4.6475, -2.8613)  0.4046
H (3.0450, 5.3723, -3.5886)  0.3934
Cl (1.4865, -4.3767, 1.4056)  -0.0990
C (1.7702, -4.5044, 3.1449)  -0.1398
Cl (2.9351, -3.2933, 3.7080)  -0.1445
H (2.1567, -5.4910, 3.3664)  0.4173
H (0.8301, -4.3177, 3.6531)  0.0127
F (7.8668, -0.8444, -1.7034)  -0.3234
C (6.8705, -0.5032, -0.8808)  0.3656
C (5.8088, -1.2948, -0.7117)  -0.0928
N (4.7731, -0.9571, 0.1374)  0.2456
C (3.6446, -1.8783, 0.2921)  -0.0117
C (2.8304, -2.0074, -1.0166)  0.2803
O (3.4212, -2.4419, -1.9982)  -0.7121
O (1.6157, -1.6390, -0.9342)  -1.0211
C (4.7620, 0.2340, 0.8132)  0.2293
O (3.8516, 0.5940, 1.5487)  -0.7633
N (5.8824, 1.0119, 0.6298)  0.1438
C (6.9880, 0.7705, -0.1902)  0.1374
O (7.8826, 1.5759, -0.2946)  -0.6341
H (5.6803, -2.2225, -1.2508)  0.4812
H (3.0324, -1.5073, 1.1058)  -0.5638
H (4.0388, -2.8577, 0.5591)  0.3710
H (5.8767, 1.8977, 1.1151)  0.2294

Output
HOMO energy	-7.51	eV
total charge	0
orbital gap	0.2773	Eh

It is arrangement 2 that is most stable; the runner-up trails by 0.0064 hartree.